{
  "formula": "C12H29ClIN2P2Tc",
  "method": "ωB97M-V/def2-TZVPD",
  "elements": ["C", "I", "H", "H", "H", "Tc", "P", "C", "C", "H", "H", "H", "H", "H", "H", "C", "H", "H", "H", "P", "C", "C", "H", "H", "H", "C", "H", "H", "H", "H", "H", "H", "Cl", "C", "C", "C", "C", "N", "N", "C", "H", "H", "H", "H", "H", "H", "H", "H"],
  "coordinates": [[-1.10, 0.73, -2.01], [3.02, 0.76, -0.82], [-0.94, 0.99, -3.07], [-1.86, 1.36, -1.58], [-1.58, -0.22, -2.05], [-0.01, -0.66, -0.52], [0.61, 2.13, -1.01], [0.24, 3.24, 0.42], [2.14, 3.10, -1.69], [1.98, 4.16, -1.86], [-0.15, 4.09, -2.32], [2.42, 2.54, -2.60], [-0.17, 2.55, -3.26], [1.01, 3.10, 1.19], [2.90, 3.05, -0.87], [-0.41, 3.03, -2.30], [0.26, 4.29, 0.06], [-1.50, 2.98, -2.11], [-0.76, 3.01, 0.84], [0.56, -2.66, -0.97], [0.26, -3.63, 0.53], [-0.58, -3.29, -2.27], [2.43, -2.58, -2.45], [2.29, -4.24, -1.82], [2.95, -2.94, -0.83], [2.21, -3.18, -1.57], [-0.38, -2.72, -3.17], [-0.50, -4.35, -2.51], [0.41, -4.71, 0.47], [-0.75, -3.44, 0.90], [-1.62, -3.09, -2.00], [0.93, -3.25, 1.30], [1.11, -0.48, -3.06], [0.35, 0.80, 4.79], [-0.35, 0.42, 3.53], [-1.64, -0.04, 3.34], [-1.76, -0.35, 1.96], [-0.57, -0.13, 1.36], [0.28, 0.33, 2.36], [-2.84, -0.90, 1.16], [-0.20, 1.61, 5.30], [0.44, -0.05, 5.49], [1.37, 1.17, 4.58], [-2.37, -0.11, 4.09], [1.20, 0.69, 2.19], [-3.69, -1.19, 1.80], [-3.18, -0.15, 0.42], [-2.45, -1.78, 0.62]],
  "gap_ha": [0.207, 0.202],
  "total_energy_ev": -57259.23024,
  "multiplicity": 4,
  "charge": 3
}